Arrangement A

Below is an isolated molecule of C5H9NO2, with properties calculated with ωB97M-V with the def2-TZVPD basis set.

Bonds (Å) are listed after each position.
Atoms and positions in Å:
1 C -1.61 0.18 1.11  C4 1.507, H12 1.091, H13 1.088, H14 1.091
2 C 1.57 0.13 -1.16  C5 1.497, H15 1.085, H16 1.097, H17 1.085
3 C -0.60 -1.80 -0.31  C4 1.735, O8 1.156
4 C -0.65 -0.09 -0.02  C1 1.507, C3 1.735, C5 1.373, O7 1.642
5 C 0.65 0.35 0.00  C2 1.497, C4 1.373, N6 1.387
6 N 1.24 0.83 1.16  C5 1.387, H10 1.011, H11 1.009
7 O -1.29 0.06 -1.52  C4 1.642, H9 0.968
8 O 0.16 -2.54 -0.77  C3 1.156
9 H -2.23 -0.13 -1.42  O7 0.968
10 H 0.65 1.15 1.92  N6 1.011
11 H 2.24 0.94 1.14  N6 1.009
12 H -1.16 -0.05 2.08  C1 1.091
13 H -2.50 -0.43 1.01  C1 1.088
14 H -1.91 1.23 1.11  C1 1.091
15 H 1.01 0.06 -2.08  C2 1.085
16 H 2.13 -0.81 -1.03  C2 1.097
17 H 2.30 0.93 -1.23  C2 1.085

Computed properties:
Gap between HOMO and LUMO (alpha / beta)   7.61 / 7.61 eV
HOMO level (alpha / beta)   -6.83 / -6.84 eV
Lowest unoccupied orbital energy (alpha / beta)   0.78 / 0.78 eV


Arrangement B

Below is an isolated molecule of C5H9NO2, with properties calculated with ωB97M-V with the def2-TZVPD basis set.

Bonds (Å) are listed after each position.
Atoms and positions in Å:
1 C -1.45 0.99 -0.01  C2 1.324, H9 1.079, H10 1.080
2 C -0.33 0.33 -0.28  C1 1.324, C3 1.500, C6 1.512
3 C 1.07 0.64 0.14  C2 1.500, C4 1.505, O5 1.239
4 C 1.28 1.35 1.45  C3 1.505, H11 1.090, H12 1.092, H13 1.088
5 O 1.97 0.57 -0.71  C3 1.239
6 C -0.26 -1.13 -0.68  C2 1.512, N7 1.398, O8 1.371, H14 1.306
7 N -1.48 -1.80 -0.72  C6 1.398, H15 1.014, H16 1.010
8 O 0.49 -1.31 -1.82  C6 1.371, H17 0.997
9 H -2.41 0.53 -0.20  C1 1.079
10 H -1.43 1.99 0.40  C1 1.080
11 H 0.93 0.72 2.27  C4 1.090
12 H 0.72 2.28 1.46  C4 1.092
13 H 2.34 1.57 1.60  C4 1.088
14 H 0.56 -1.33 0.31  C6 1.306
15 H -1.68 -2.40 0.08  N7 1.014
16 H -1.61 -2.30 -1.59  N7 1.010
17 H 1.28 -0.70 -1.73  O8 0.997

Computed properties:
Gap between HOMO and LUMO   9.56 eV
HOMO level   -9.07 eV
SMILES string   C=C(C(C)=O)[C@@H](N)O
Lowest unoccupied orbital energy   0.48 eV


Going by the energies, arrangement B is most stable and the next is 0.0394 hartree up.


Arrangement A

Below is a cluster of 2 separate species, C4H12O in total, with properties calculated with ωB97M-V with the def2-TZVPD basis set.

Bonds (Å) are listed after each position.
Atoms and positions in Å:
1 C -0.38 -0.52 1.14  C2 1.512, H4 1.069, H5 1.085, H6 1.085
2 C 0.64 -1.30 1.93  C1 1.512, O3 1.408, H7 1.092, H8 1.089
3 O 1.13 -2.41 1.22  C2 1.408, H9 0.965
4 H 0.10 -0.18 0.25  C1 1.069
5 H -0.71 0.37 1.66  C1 1.085
6 H -1.22 -1.10 0.77  C1 1.085
7 H 1.50 -0.65 2.11  C2 1.092
8 H 0.32 -1.59 2.94  C2 1.089
9 H 0.47 -3.04 0.92  O3 0.965
10 C -0.87 2.56 -1.61  C11 1.523, H12 1.092, H13 1.087, H14 1.087
11 C -0.31 1.45 -2.49  C10 1.523, H15 1.085, H16 1.095, H17 1.097
12 H -1.84 2.25 -1.22  C10 1.092
13 H -0.18 2.71 -0.79  C10 1.087
14 H -1.02 3.51 -2.12  C10 1.087
15 H -0.57 0.46 -2.16  C11 1.085
16 H -0.63 1.52 -3.54  C11 1.095
17 H 0.78 1.37 -2.57  C11 1.097

Computed properties:
Gap between HOMO and LUMO   11.35 eV
HOMO level   -10.36 eV
SMILES string   CCO.CC
Lowest unoccupied orbital energy   0.98 eV


Arrangement B

Below is a cluster of 2 separate species, C4H12O in total, with properties calculated with ωB97M-V with the def2-TZVPD basis set.

Bonds (Å) are listed after each position.
Atoms and positions in Å:
1 C 0.64 0.66 -0.97  C2 1.515, H4 1.091, H5 1.088, H6 1.088
2 C 1.58 -0.40 -0.42  C1 1.515, C3 1.554, H7 1.093, H8 1.089
3 C 2.43 0.14 0.76  C2 1.554, H9 1.087, H10 1.094, H11 1.097
4 H 1.18 1.51 -1.39  C1 1.091
5 H -0.03 1.07 -0.23  C1 1.088
6 H 0.10 0.24 -1.82  C1 1.088
7 H 1.01 -1.23 -0.01  C2 1.093
8 H 2.30 -0.76 -1.15  C2 1.089
9 H 2.30 1.21 0.92  C3 1.087
10 H 2.27 -0.34 1.73  C3 1.094
11 H 3.51 0.07 0.58  C3 1.097
12 C -2.65 -0.21 0.57  O13 1.420, H14 1.083, H15 1.085, H16 1.095
13 O -3.90 -0.50 -0.03  C12 1.420, H17 0.971
14 H -2.76 0.73 1.09  C12 1.083
15 H -1.83 -0.14 -0.14  C12 1.085
16 H -2.38 -0.96 1.32  C12 1.095
17 H -3.77 -1.08 -0.81  O13 0.971

Computed properties:
Gap between HOMO and LUMO   11.28 eV
HOMO level   -10.36 eV
SMILES string   CCC.CO
Lowest unoccupied orbital energy   0.92 eV


Going by the energies, arrangement A is most stable and the next is 0.0064 hartree up.


Arrangement A

Below is a cluster of 2 separate species, C5H17N2O in total, with properties calculated with ωB97M-V with the def2-TZVPD basis set.

Bonds (Å) are listed after each position.
Atoms and positions in Å:
1 N 0.26 -2.15 -0.45  C2 1.528, H8 1.076, H9 1.068, H10 1.046
2 C -0.49 -0.87 -0.82  N1 1.528, C3 1.523, C4 1.587, H11 1.228
3 C -0.42 -0.73 -2.33  C2 1.523, H12 1.012, H13 1.146, H14 1.150
4 C -0.21 0.43 0.05  C2 1.587, N5 1.507, H15 1.100, H16 1.074
5 N 0.26 -0.04 1.40  C4 1.507, C6 1.474, C7 1.468
6 C 1.59 0.40 1.86  N5 1.474, H17 1.033, H18 1.030, H19 1.034
7 C -0.69 0.40 2.42  N5 1.468, H20 1.134, H21 1.039, H22 1.080
8 H 0.77 -2.01 0.49  N1 1.076
9 H -0.27 -3.07 -0.45  N1 1.068
10 H 0.99 -2.24 -1.19  N1 1.046
11 H -1.65 -1.09 -0.48  C2 1.228
12 H -0.70 0.15 -2.74  C3 1.012
13 H 0.62 -0.83 -2.79  C3 1.146
14 H -0.88 -1.69 -2.77  C3 1.150
15 H 0.54 1.02 -0.50  C4 1.100
16 H -1.03 1.12 0.02  C4 1.074
17 H 1.71 1.40 2.10  C6 1.033
18 H 1.64 -0.18 2.71  C6 1.030
19 H 2.31 0.04 1.21  C6 1.034
20 H -1.01 1.46 2.21  C7 1.134
21 H -0.15 0.51 3.30  C7 1.039
22 H -1.46 -0.31 2.71  C7 1.080
23 H -0.34 3.51 -1.72  O25 1.049
24 H -1.10 2.30 -2.36  O25 0.945
25 O -0.31 2.47 -1.87  H23 1.049, H24 0.945

Computed properties:
Gap between HOMO and LUMO   9.50 eV
HOMO level   -12.73 eV
Lowest unoccupied orbital energy   -3.22 eV
Net charge   +1


Arrangement B

Below is a cluster of 2 separate species, C5H17N2O in total, with properties calculated with ωB97M-V with the def2-TZVPD basis set.

Bonds (Å) are listed after each position.
Atoms and positions in Å:
1 C 0.18 2.53 1.11  C2 1.545, H8 1.090, H9 1.116, H10 1.106
2 C 0.43 1.21 0.36  C1 1.545, C3 1.527, N7 1.492, H11 1.101
3 C -0.32 1.22 -0.97  C2 1.527, C4 1.575, H12 1.103, H13 1.076
4 C 0.02 0.00 -1.92  C3 1.575, N6 1.519, H14 1.115, H15 1.101
5 C -0.90 -2.29 -1.84  N6 1.465, H16 1.092, H17 1.088, H18 1.123
6 N -0.06 -1.30 -1.15  C4 1.519, C5 1.465, H19 1.015
7 N -0.26 0.15 1.16  C2 1.492, H20 1.030, H21 1.045, H22 1.035
8 H 0.24 2.43 2.20  C1 1.090
9 H -0.83 2.93 0.85  C1 1.116
10 H 0.80 3.39 0.80  C1 1.106
11 H 1.52 1.06 0.26  C2 1.101
12 H 0.11 2.10 -1.48  C3 1.103
13 H -1.39 1.31 -0.89  C3 1.076
14 H -0.74 -0.04 -2.73  C4 1.115
15 H 1.02 0.00 -2.37  C4 1.101
16 H -0.80 -2.52 -2.90  C5 1.092
17 H -0.86 -3.23 -1.29  C5 1.088
18 H -1.97 -1.99 -1.68  C5 1.123
19 H 0.90 -1.63 -1.11  N6 1.015
20 H -0.39 -0.78 0.73  N7 1.030
21 H -1.21 0.53 1.36  N7 1.045
22 H 0.11 -0.11 2.09  N7 1.035
23 H 0.83 -2.22 3.24  O25 0.966
24 H 2.26 -1.35 3.09  O25 0.959
25 O 1.30 -1.38 3.10  H23 0.966, H24 0.959

Computed properties:
Gap between HOMO and LUMO   10.37 eV
HOMO level   -13.18 eV
Lowest unoccupied orbital energy   -2.81 eV
Net charge   +1


Arrangement C

Below is a cluster of 2 separate species, C5H17N2O in total, with properties calculated with ωB97M-V with the def2-TZVPD basis set.

Bonds (Å) are listed after each position.
Atoms and positions in Å:
1 N 1.90 -0.23 0.07  C2 1.516, H8 1.099, H9 1.020, H10 1.090
2 C 0.77 -1.18 0.40  N1 1.516, C3 1.582, H11 1.084, H12 1.265
3 C -0.48 -0.70 -0.45  C2 1.582, N4 1.546, H13 1.106, H14 1.117
4 N -0.64 0.75 0.05  C3 1.546, C5 1.471, C7 1.451
5 C -2.06 0.81 0.43  N4 1.471, C6 1.542, H15 1.117, H16 1.163
6 C -2.54 0.08 1.70  C5 1.542, H17 1.070, H18 1.118, H19 1.182
7 C -0.42 1.85 -0.87  N4 1.451, H20 1.100, H21 1.068, H22 1.194
8 H 2.93 -0.61 0.15  N1 1.099
9 H 1.83 0.24 -0.82  N1 1.020
10 H 1.93 0.50 0.88  N1 1.090
11 H 0.69 -2.25 0.56  C2 1.084
12 H 0.29 -1.01 1.56  C2 1.265
13 H -1.40 -1.30 -0.32  C3 1.106
14 H -0.43 -0.73 -1.56  C3 1.117
15 H -2.72 0.62 -0.44  C5 1.117
16 H -2.30 1.91 0.75  C5 1.163
17 H -3.40 0.52 2.17  C6 1.070
18 H -3.11 -0.83 1.40  C6 1.118
19 H -1.72 -0.21 2.49  C6 1.182
20 H 0.57 2.30 -0.68  C7 1.100
21 H -1.15 2.62 -0.70  C7 1.068
22 H -0.45 1.53 -2.02  C7 1.194
23 H 3.42 -1.67 -2.06  O25 0.887
24 H 4.57 -1.77 -1.23  O25 0.892
25 O 3.91 -1.22 -1.46  H23 0.887, H24 0.892

Computed properties:
Gap between HOMO and LUMO   9.39 eV
HOMO level   -12.63 eV
Lowest unoccupied orbital energy   -3.25 eV
Net charge   +1


Going by the energies, arrangement B is most stable and the next is 0.0780 hartree up.